1.
13
Properties=species:S:1:pos:R:3:forces:R:3:mulliken_charge:R:1 method="wB97M-V/def2-TZVPD" homo_lumo_gap_ha=0.33274 smiles="CN1CCC1=S" homo_ev=-8.259 lumo_energy_ev=0.8 de_lowest_kcal_mol=21.5 mol_weight_g_mol=101.174
C -0.203167 -1.320163 1.208901 0.194 -0.361 -0.179 -0.86
C 0.918298 0.746218 0.091657 -0.243 0.329 -0.547 -0.52
C 0.067126 1.185673 -1.157186 0.053 0.984 0.417 -0.48
C -0.789222 -0.032200 -0.870831 0.309 0.670 -0.736 0.17
H -0.043940 -0.841494 2.170628 0.044 0.223 0.061 0.31
H -1.219218 -1.673046 1.159729 -0.474 -0.051 -0.074 0.31
H 0.436931 -2.202540 1.160403 0.169 0.093 -0.128 0.26
H 0.883287 1.373682 1.003776 -0.026 -0.241 -0.526 0.28
H 1.943688 0.464024 -0.168184 -0.058 0.137 0.255 0.27
H -0.499562 2.134303 -1.102641 0.406 -0.477 0.131 0.25
H 0.634233 1.161640 -2.074865 -0.023 -0.085 -0.358 0.25
N 0.017615 -0.391777 0.125190 -0.040 -0.869 1.563 0.14
S -2.146069 -0.604320 -1.546576 -0.311 -0.351 0.120 -0.39



2.
144
Properties=species:S:1:pos:R:3:forces:R:3:mulliken_charge:R:1 method="wB97M-V/def2-TZVPD" homo_lumo_gap_ha=0.33517 smiles=COCCNCCOC.COCCNCCOC.COCCNCCOC.CC(C)O.CC(C)O.CC(C)O.CC(C)O.CC(C)O.CC(C)O homo_ev=-8.525 lumo_energy_ev=0.6 de_lowest_kcal_mol=0.0 mol_weight_g_mol=760.149
C 22.685419 12.413719 21.136025 0.502 0.425 0.899 -1.03
C 21.371123 11.701257 21.005365 -0.008 -0.831 0.045 0.38
C 20.965463 11.588774 19.560629 -0.042 0.295 -0.935 -0.97
O 21.591203 10.371591 21.542350 0.077 0.484 0.090 -0.59
H 22.664810 13.440551 20.764152 -0.089 -0.178 -0.459 0.45
H 23.465008 11.811358 20.670302 0.037 0.225 -0.245 -0.05
H 22.993100 12.544199 22.180994 -0.200 -0.329 -0.021 0.31
H 20.585139 12.202482 21.583785 0.053 -0.047 -0.002 0.31
H 20.697658 12.561706 19.134970 -0.161 -0.038 0.187 0.49
H 20.144887 10.893780 19.390628 -0.244 0.149 0.211 0.40
H 21.778354 11.226650 18.926704 0.172 -0.068 0.277 0.00
H 20.902010 9.781984 21.223928 -0.095 0.107 -0.015 0.33
C 28.662342 7.638799 21.652865 -0.943 0.574 0.702 -0.29
C 27.808009 6.600884 22.395821 0.597 0.335 -0.597 0.33
C 26.320580 6.956248 22.267237 0.107 -0.717 -0.060 -0.87
O 28.126497 5.274168 21.927763 -0.380 0.374 0.310 -0.57
H 28.372298 8.615626 22.082049 0.161 -0.106 -0.167 0.15
H 28.372656 7.674598 20.602472 0.371 -0.150 -0.129 -0.39
H 29.731151 7.539343 21.812281 0.064 -0.316 -0.241 0.38
H 28.097736 6.637630 23.448595 -0.052 -0.355 -0.021 0.33
H 25.756409 6.016994 22.291768 -0.133 0.235 0.119 0.47
H 26.091970 7.464252 21.328345 0.093 -0.054 -0.047 -0.09
H 25.978032 7.592076 23.081143 0.027 0.018 0.064 0.32
H 27.612500 5.092862 21.130984 0.085 0.103 0.040 0.26
C 25.389213 7.460985 18.353599 -1.489 -0.957 0.828 -1.51
C 24.555404 8.509643 17.635175 2.122 0.185 -0.873 2.13
C 24.109496 9.696122 18.429041 -0.242 -0.346 0.984 -0.68
O 25.563571 9.010221 16.664077 -1.341 0.325 0.059 -0.71
H 25.880069 6.869880 17.580264 0.266 -0.081 0.194 0.78
H 24.781716 6.725739 18.903973 -0.048 0.271 0.011 0.76
H 26.083006 7.891453 19.073294 0.231 0.183 -0.256 -0.31
H 23.699513 8.056380 17.123104 0.218 -0.042 -0.140 -0.82
H 23.407029 9.359521 19.203260 -0.067 0.116 -0.112 0.50
H 23.610455 10.441849 17.813804 0.107 0.056 -0.105 -0.10
H 24.959917 10.131430 18.960263 0.020 0.163 -0.224 -0.33
H 26.229161 8.318845 16.631554 0.136 0.020 -0.355 -0.06
C 22.533145 9.335268 14.863118 -0.554 0.076 0.341 -0.62
C 21.627575 10.510007 14.493890 0.600 -0.487 0.178 0.55
C 21.452510 11.484869 15.636306 -2.223 0.249 -0.433 -1.23
O 22.155084 11.268192 13.388991 -0.198 -0.470 0.270 -0.58
H 22.602653 8.606381 14.051789 0.439 0.330 -0.207 0.53
H 22.049380 8.753197 15.657915 0.007 0.259 0.114 -0.41
H 23.488272 9.689510 15.253717 0.194 -0.247 -0.339 0.26
H 20.650883 10.058470 14.253555 0.018 0.432 -0.223 0.19
H 20.734555 12.232085 15.260275 0.751 0.445 -0.132 0.44
H 22.354416 11.946915 16.014074 0.153 -0.066 0.073 0.28
H 20.775245 11.084935 16.405301 0.853 -0.467 0.307 0.21
H 22.593423 10.652438 12.790507 -0.069 0.085 0.023 0.35
C 20.170785 8.306401 18.847131 -0.088 -0.704 -0.129 -0.84
C 19.939695 6.865311 18.355723 1.147 0.499 -0.181 0.42
C 19.510085 6.862100 16.899210 -0.855 -0.387 0.167 -1.26
O 21.222020 6.198447 18.521420 -0.550 0.232 -0.066 -0.53
H 19.249954 8.891140 18.885003 -0.080 -0.169 0.139 0.49
H 20.857633 8.828278 18.178645 0.135 -0.085 0.060 0.11
H 20.623422 8.208436 19.835977 -0.023 0.312 -0.021 0.11
H 19.217348 6.386677 19.024104 -0.055 -0.139 -0.255 0.27
H 18.525413 7.340184 16.836603 0.256 0.251 -0.173 0.37
H 19.333919 5.865171 16.477459 0.289 -0.050 0.256 0.43
H 20.237638 7.375238 16.271048 -0.038 0.154 0.036 0.21
H 21.420579 5.696607 17.724679 -0.072 -0.067 0.048 0.28
C 28.280987 12.061454 18.279517 0.021 -0.449 -0.545 -1.21
C 29.208558 10.858755 18.333731 -0.349 0.950 0.998 0.84
C 30.550771 11.241299 18.936673 1.101 -1.129 0.024 -1.56
O 28.609320 9.807513 19.110296 0.207 -0.010 -0.500 -0.01
H 28.163872 12.512024 19.259982 0.025 0.213 0.099 0.01
H 27.303712 11.739006 17.918786 -0.070 0.102 -0.009 0.20
H 28.706346 12.771629 17.566321 -0.191 0.246 0.207 0.47
H 29.366989 10.513895 17.312626 -0.150 -0.479 0.084 0.24
H 31.258315 10.431402 18.697557 -0.018 0.216 0.032 0.39
H 30.559053 11.253118 20.031789 -0.431 0.258 -0.066 0.30
H 31.007478 12.163049 18.578037 -0.331 0.105 -0.150 0.39
H 28.473477 10.135221 20.006749 0.045 0.112 -0.069 0.10
C 28.052494 1.493782 18.203938 1.204 0.295 0.026 -0.79
O 27.696435 2.833288 18.435946 -0.316 -0.099 -0.011 -0.27
C 28.808452 3.716809 18.440813 -0.286 -0.779 -0.006 -0.84
C 28.286858 5.036394 17.931743 0.546 -0.266 -0.204 0.57
N 29.332563 6.035571 17.939784 -0.310 0.586 0.158 -0.28
C 28.919208 7.357207 17.459572 1.087 -0.597 -1.960 1.01
C 28.755185 7.449180 15.906614 0.006 -0.047 0.431 -0.88
O 27.553744 6.853063 15.471119 -0.787 -0.627 0.111 0.09
C 27.021291 7.316254 14.241686 0.382 1.233 0.368 -0.63
H 28.643152 1.401483 17.269930 -0.510 -0.013 0.006 0.29
H 27.150937 0.898541 18.169006 -0.078 -0.152 0.026 0.26
H 28.759514 1.140652 18.975170 -0.454 -0.137 0.109 0.32
H 29.537709 3.299909 17.725375 0.193 0.353 0.184 0.49
H 29.254114 3.740695 19.441454 0.073 0.223 -0.060 0.36
H 27.451680 5.388719 18.537949 -0.054 -0.057 0.013 -0.21
H 27.937326 4.792227 16.928770 -0.480 0.290 -0.185 -0.14
H 30.126879 5.729698 17.386035 -0.065 -0.048 0.086 0.40
H 29.797030 7.995880 17.597838 -0.424 0.338 0.602 0.37
H 28.016583 7.719219 17.933915 0.240 0.097 0.380 -1.37
H 29.610375 6.918463 15.454513 -0.049 0.228 -0.096 0.31
H 28.777921 8.506240 15.594411 0.046 -0.099 0.078 0.46
H 26.726200 8.369738 14.382001 0.086 -0.094 -0.245 0.35
H 26.105334 6.790695 13.987768 0.162 -0.432 0.122 -0.13
H 27.756942 7.277606 13.430947 -0.086 -0.247 -0.013 0.34
C 25.691900 10.596259 22.411971 0.005 -0.506 0.503 -0.95
O 25.814591 11.963043 22.200354 -0.112 0.665 -0.364 0.10
C 26.268557 12.692617 23.326220 -0.057 -0.271 -0.370 -0.59
C 25.830845 14.148795 23.182206 0.301 -0.091 0.596 -0.80
N 26.775935 15.112094 22.632958 0.477 -0.062 -1.211 -0.44
C 27.074370 14.837334 21.194405 -0.058 -0.644 0.843 -0.38
C 25.943181 15.162900 20.261006 -0.098 -0.398 -1.058 0.49
O 26.453004 14.923060 18.929429 -0.130 0.102 0.940 -0.27
C 25.480736 14.927193 17.915999 0.390 -0.116 -0.510 -0.71
H 26.634304 10.168272 22.787022 -0.064 -0.109 -0.190 0.44
H 25.400573 10.137631 21.471140 0.105 -0.109 -0.070 0.03
H 24.910900 10.373033 23.154388 0.030 0.022 -0.044 0.38
H 27.361402 12.561292 23.386035 -0.077 0.226 0.269 0.31
H 25.805581 12.294204 24.238691 0.102 -0.152 -0.044 0.56
H 25.540264 14.460885 24.190409 0.003 0.320 -0.174 0.41
H 24.935297 14.129750 22.564526 -0.111 0.149 0.060 0.20
H 27.692514 15.000801 23.059614 -0.353 0.107 0.485 0.33
H 27.266433 13.764011 21.079404 0.138 -0.027 -0.208 -0.06
H 27.988568 15.349530 20.899189 -0.108 0.286 0.038 0.43
H 25.569742 16.187555 20.390795 0.084 -0.067 -0.104 0.32
H 25.124686 14.442577 20.404710 -0.075 0.285 0.168 -0.53
H 24.574940 14.356155 18.155043 -0.024 0.258 0.311 0.25
H 25.924576 14.411338 17.057982 0.027 0.159 0.057 0.24
H 25.262520 15.956219 17.610611 -0.370 -0.083 0.056 0.30
C 29.926246 1.955725 10.326436 0.712 -0.258 -0.713 -0.72
O 29.317778 2.567680 11.410057 -0.581 0.295 0.418 -0.28
C 27.913903 2.377904 11.396975 -0.041 -0.455 0.602 -0.54
C 27.357006 3.044403 12.644746 0.844 1.284 -0.546 -0.40
N 25.924390 2.830854 12.771465 0.291 -0.833 1.306 -0.43
C 25.364842 3.392759 14.038684 0.027 0.704 -0.313 0.59
C 23.935067 3.835200 13.768290 -0.401 -0.408 -0.857 -0.92
O 23.410443 4.692811 14.754142 0.017 -0.150 0.208 -0.27
C 22.925486 5.906203 14.195394 0.856 -0.604 0.670 -0.46
H 29.394731 2.188498 9.396255 0.037 -0.116 -0.052 0.30
H 30.015653 0.866394 10.438733 -0.293 0.010 0.019 0.27
H 30.947347 2.330678 10.233749 -0.084 0.123 0.079 0.25
H 27.686325 1.294511 11.427231 0.014 0.191 -0.176 0.33
H 27.459300 2.814017 10.498845 0.061 -0.084 0.002 0.34
H 27.593627 4.112859 12.510571 -0.415 -0.081 0.143 0.20
H 27.974288 2.761449 13.503844 -0.187 -0.377 0.177 0.27
H 25.890358 1.819394 12.931550 -0.501 0.212 -0.453 0.32
H 25.889799 4.302482 14.357851 0.267 -0.190 -0.245 -0.45
H 25.436580 2.696802 14.879864 -0.065 -0.040 -0.062 0.30
H 23.282937 2.961119 13.610975 0.012 0.092 0.250 0.27
H 23.920408 4.359052 12.801239 0.257 -0.144 0.093 0.40
H 23.715500 6.292630 13.542540 -0.374 0.299 -0.228 0.40
H 22.830300 6.574409 15.044446 -0.354 0.212 -0.074 -0.07
H 21.985015 5.732994 13.670927 -0.064 0.277 -0.119 0.29



3.
34
Properties=species:S:1:pos:R:3:forces:R:3:mulliken_charge:R:1 method="wB97M-V/def2-TZVPD" homo_lumo_gap_ha=0.30914 smiles=Cc1c[nH]c2ccccc12.Cc1ccccc1 homo_ev=-7.599 lumo_energy_ev=0.8 de_lowest_kcal_mol=54.6 mol_weight_g_mol=223.319
C -1.367199 -1.745517 4.027715 4.107 -0.671 0.102 -1.24
C 0.707752 -0.276355 1.105281 0.718 -1.030 1.626 -0.26
C 0.046110 -1.357842 1.767011 -0.707 -0.910 -1.145 1.02
C -0.496007 -0.908183 3.024880 -0.022 0.796 0.058 0.44
C -0.020054 0.388423 3.125258 -0.225 -1.609 -0.919 -0.73
C 1.336934 -0.510546 -0.108627 -0.976 2.657 -1.676 -0.45
C 1.087874 -1.709066 -0.762843 1.983 2.102 -1.827 -0.18
C 0.586157 -2.824081 -0.149112 -1.246 4.079 3.036 -1.03
C -0.002071 -2.609337 1.100596 -0.093 -2.554 1.181 -0.24
N 0.744173 0.782597 2.001901 -0.869 -0.169 0.680 -0.04
H 1.666389 0.427524 -0.732476 -0.279 -2.129 1.336 0.11
H 1.386234 -1.587039 -1.826905 -0.045 -1.116 0.749 0.36
H 1.232303 1.680267 1.896139 -0.593 -0.956 0.010 0.23
H 0.730251 -3.736144 -0.493900 0.059 -4.077 -1.875 0.60
H -0.265647 0.982270 3.948212 0.119 1.395 0.830 0.47
H -0.381554 -3.611425 1.615636 0.580 2.530 -0.776 0.06
H -2.241817 -1.332940 4.458337 -0.773 0.717 0.048 0.37
H -0.635071 -2.028298 4.883756 -1.321 0.580 -1.024 0.25
H -1.553241 -2.725801 3.590615 -0.397 0.188 -0.226 0.28
C -2.212164 2.140911 -0.860390 -2.999 1.991 0.621 -1.70
C -1.058645 0.644896 -2.432260 0.095 -2.226 -1.313 0.01
C -1.098026 1.781800 -1.685003 4.273 1.090 -0.388 0.82
C 0.004553 0.191730 -3.292311 0.445 0.933 0.531 -0.87
C 0.119854 2.603764 -1.717127 0.361 -1.773 -0.916 -0.29
C 1.165189 0.936584 -3.271582 -0.749 1.732 0.507 -0.07
C 1.228655 2.137037 -2.454796 0.495 0.267 -0.486 -0.69
H -1.887468 -0.039029 -2.348382 -0.437 -0.005 -0.017 0.32
H 0.051051 -0.700324 -3.970619 -0.881 0.812 1.018 0.32
H -2.143583 2.490002 0.161424 1.250 -0.055 0.350 0.32
H -2.987874 1.415530 -0.766843 -0.373 -1.065 -0.332 0.41
H 0.258165 3.534080 -1.165772 -0.417 -0.265 0.015 0.39
H 1.928028 0.715159 -4.002143 0.464 -0.051 0.320 0.38
H 2.219730 2.729915 -2.457658 -1.836 -0.927 0.028 0.27
H -2.758595 3.002777 -1.302875 0.289 -0.281 -0.123 0.37



4.
24
Properties=species:S:1:pos:R:3:forces:R:3:mulliken_charge:R:1 method="wB97M-V/def2-TZVPD" homo_lumo_gap_ha="0.32877 / 0.32875" total_charge=+2 homo_ev="-18.376 / -18.376" lumo_energy_ev="-9.4 / -9.4" de_lowest_kcal_mol=55.2 mol_weight_g_mol=162.262
C 0.562297 0.428545 1.057880 2.120 3.551 -1.767 -0.17
C -1.447149 -0.180119 2.251204 -0.512 0.844 0.525 -0.92
C -2.571931 -0.855140 -0.441224 -1.114 -0.936 2.374 -0.76
C 1.311397 1.145904 -1.712028 -2.405 -0.986 -5.524 -0.77
C 1.609039 -1.100708 -0.766608 -1.063 -3.441 -0.603 -1.12
N -0.484944 -0.405177 -1.267371 -0.558 0.310 -0.033 -1.08
N -0.653699 -0.170543 0.967524 -3.107 -2.071 1.382 -0.02
N -1.170316 -0.510794 -0.227178 1.136 0.647 -0.026 1.05
N 0.795110 0.050490 -0.954195 -1.205 -0.588 3.665 0.38
S 1.833329 -0.249598 1.930014 0.875 0.145 1.239 -0.05
H 0.503794 1.554934 1.084975 0.233 -1.011 -0.155 0.49
H -2.507799 -0.242663 2.105070 -0.542 0.122 -0.776 0.43
H -1.275451 -1.025919 2.920954 0.897 0.069 -0.323 0.36
H -1.318439 0.802958 2.782042 0.302 -0.990 -0.575 0.34
H -3.001238 -1.625094 0.266480 1.159 0.271 -0.927 0.35
H -2.676734 -1.090934 -1.467189 -0.197 -0.236 -0.863 0.34
H -3.116271 0.007379 -0.120273 -0.443 0.944 -0.358 0.46
H 1.905162 1.725020 -1.115501 1.783 1.478 1.323 0.34
H 1.833515 0.625038 -2.612967 -0.387 1.479 1.437 0.36
H 0.432922 1.769685 -2.188978 1.718 -1.161 1.205 0.33
H 2.538326 -0.809550 -0.419046 2.132 0.467 0.037 0.60
H 1.221949 -1.807098 0.007562 -0.160 0.889 -0.129 0.40
H 1.589679 -1.825342 -1.593084 0.578 0.905 -0.562 0.35
H 2.669219 0.851425 2.226164 -1.241 -0.702 -0.567 0.31



5.
22
Properties=species:S:1:pos:R:3:forces:R:3:mulliken_charge:R:1 method="wB97M-V/def2-TZVPD" homo_lumo_gap_ha=0.32104 smiles=NCCNCCO.O homo_ev=-8.110 lumo_energy_ev=0.6 de_lowest_kcal_mol=34.7 mol_weight_g_mol=122.168
N 1.043424 1.466176 -1.783145 -0.422 -0.111 2.628 -0.50
C -0.192148 0.712826 -1.774719 -1.192 0.206 -1.325 -0.30
C 0.041599 -0.809835 -1.499452 1.203 0.776 0.389 -0.89
N 0.092696 -1.197297 -0.115070 -0.696 -0.637 0.144 -0.26
C -1.185553 -1.097146 0.609164 0.656 -0.854 -1.279 -0.36
C -0.934300 -1.203383 2.106719 0.128 0.510 -0.470 -0.61
O -0.680844 0.112737 2.549474 0.422 0.152 0.743 -0.58
H 1.563418 1.490657 -2.616923 0.375 0.383 -0.921 0.16
H 0.911612 2.319759 -1.262639 0.537 0.279 -0.704 0.23
H -0.649291 0.805887 -2.785976 0.066 -0.299 0.333 0.31
H -0.960003 1.286613 -1.148262 1.154 -1.297 -0.298 0.31
H -0.672322 -1.403539 -2.079667 -0.120 -0.068 0.327 0.29
H 1.066342 -1.072235 -1.859776 -0.782 0.413 -0.336 0.38
H 0.933548 -0.977205 0.394941 -0.169 0.275 -0.111 0.32
H -1.614084 -0.098122 0.365286 -0.393 -0.775 0.481 0.26
H -1.775142 -1.939511 0.151835 -0.087 0.850 0.725 0.31
H -1.787448 -1.538421 2.679283 -0.361 -0.191 -0.080 0.36
H -0.102033 -1.913106 2.314750 -0.293 0.391 -0.157 0.25
H 0.092474 0.478953 2.076646 -0.326 -0.279 0.152 0.45
H 1.544030 2.121001 1.800634 0.349 0.028 -0.501 0.28
H 1.827951 1.190918 0.499457 -0.001 0.569 -0.142 0.29
O 1.436071 1.264282 1.377447 -0.049 -0.322 0.401 -0.70